No. 1
Formula: C40H42AsCl5LaN6O7PS2Te
Source: the Open Molecules 2025 dataset
Level of theory: wB97M-V/def2-TZVPD

```
! wB97M-V def2-TZVPD RIJCOSX def2/J DEFGRID3
* xyz -2 1
H 1.9783 -0.9221 -7.0040
C 1.1959 4.8963 4.2296
H 2.1903 5.3452 4.0965
C 1.0190 -2.8660 2.5086
C 5.8279 -3.4644 -1.7816
C -5.5058 2.1704 7.2484
H 5.6669 -1.4849 -2.5880
H 5.1299 -1.4422 0.4137
C 2.2730 -4.8175 1.5851
H -5.5368 0.1177 -0.0571
N 2.4709 -1.0994 0.3444
H -2.4915 3.6126 6.4385
C 5.8432 -1.9529 -1.6108
C 1.7815 3.9925 -0.6809
H -4.1327 3.4573 8.3287
C -0.0033 3.7237 -2.3184
C -4.3534 2.9396 7.3913
H 2.8606 -1.5330 1.2008
Cl 1.6572 5.9170 -2.5616
C -0.2943 -5.4069 -4.5533
C 0.1004 5.3049 3.4807
H -4.3927 -0.8248 -1.1135
O 3.5773 -0.7123 -2.9680
C -1.0794 4.5936 3.3645
As -2.4194 1.9632 3.6756
H 2.4942 -4.9132 -2.0828
H 0.7948 -5.5459 -4.8422
C 1.1079 -1.3990 -6.5788
H -4.8084 4.1609 3.7348
C -0.0412 2.9850 4.8848
H -1.9257 4.9694 2.7529
C 1.3956 2.8077 -0.0541
C -1.0756 3.3325 4.0133
H 1.4228 -3.5783 -0.7667
C 1.2848 -3.7691 1.5281
S 0.3657 -3.8651 -0.0002
H 2.6338 -0.0777 0.5240
N 4.5329 -4.1464 -1.9334
C -3.6535 2.2695 5.1848
H -6.1952 2.1213 8.0761
Cl 3.0349 4.9710 -0.0187
N 2.5256 -3.2639 4.5594
C -3.5424 -0.0231 0.7424
H 3.5952 -3.7146 -4.9264
C 1.1405 4.4108 -1.8043
C 3.3520 -1.5236 -0.8376
H -4.3939 5.8160 -0.1676
H 1.1877 -2.4898 -6.7952
C 1.1305 3.7424 4.9856
H -5.0350 1.0238 4.1450
H -5.4961 5.7648 2.1491
S -0.2625 -1.6884 2.5075
H 4.1052 -2.4297 -4.0813
C 3.9001 -4.1388 -3.0642
C -4.7885 1.4872 5.0927
H -1.1119 -7.3141 -5.0180
O -0.3318 -4.3599 -3.5129
C 0.8454 -1.1091 -5.0820
H -0.1307 2.0053 5.4295
P -0.7601 -2.7605 -3.7859
H -1.9217 -6.3753 -3.8200
H 3.2079 -2.6136 -0.8719
C 4.8917 -1.2659 -0.6404
C -5.7308 1.4069 6.1188
H -0.4826 -7.3151 -3.4015
H -2.0645 2.3775 0.9060
H 0.2364 -1.0664 -7.0858
H -6.5695 0.7162 6.0963
H -4.2300 0.8743 -1.0465
H 6.3414 -3.9544 -0.9444
C -2.8348 3.0972 1.1542
H 1.8853 -4.3052 -3.5531
Cl -0.9524 4.2399 -3.7263
C -4.7007 5.0457 1.8564
C 2.7724 -0.8512 -2.0499
O -3.8925 0.0230 1.9277
C -3.3585 2.9254 6.3893
N 4.2515 -3.4365 -4.2091
C 0.3183 2.0914 -0.4984
H -0.7172 -4.9728 -5.4594
H 0.0219 -0.3805 -4.9566
N 3.0686 -5.5595 1.8929
C -4.5183 -0.0195 -0.4453
C -3.4338 3.0877 2.4045
H 1.6979 -0.6090 -4.6727
Te -2.5153 -2.2383 -5.3324
C -3.1698 4.0858 0.2783
H 5.0293 -0.2002 -0.7164
O 0.6215 -2.3086 -4.3211
C 1.7744 -3.0386 3.7076
O -2.2951 -0.0028 0.3749
H 6.4583 -3.6765 -2.6803
H 6.8653 -1.6538 -1.3750
H -2.6940 4.1767 -0.7048
La -0.2498 -0.7098 -0.4308
C -4.3471 4.0610 2.7886
C -0.9337 -6.6550 -4.1483
H 1.9315 3.3611 5.6134
O -0.9424 -2.1471 -2.3799
Cl -1.6597 1.5933 -2.3085
C -0.3749 2.5874 -1.5710
O 1.5461 -0.4192 -2.0637
Cl 2.2861 2.2588 1.3557
H 0.2290 6.2751 2.9936
C -4.1845 5.0201 0.5891
N 2.6789 -4.7945 -3.0607
*
```

Results
**HOMO energy**: -3.34 eV
**F_max**: 3.63 eV/Å
**ΔE to the lowest compared entry with this formula, charge and spin**: 17.66 kcal per mole
**Calculated total energy**: -8379.07610 a.u.
**LUMO**: 3.57 eV


No. 2
Formula: C13H34ClN2O3
Source: the Open Molecules 2025 dataset
Level of theory: wB97M-V/def2-TZVPD

```
! wB97M-V def2-TZVPD RIJCOSX def2/J DEFGRID3
* xyz -1 1
N 1.5246 0.0821 -1.5471
H 6.3465 -2.3096 -0.5168
C 6.0897 -3.3507 -0.3212
H -0.8532 -0.4516 -2.3060
H -7.0032 3.5713 -2.3492
H -0.6652 -2.2389 -0.4209
H -2.2664 -0.8056 -1.3399
N -0.9005 1.4992 0.3850
C 2.0124 2.5651 2.7035
C 1.3472 0.8378 4.3961
H -0.1943 2.2227 0.2848
C -6.5397 2.8927 -1.6305
H 2.0465 3.6318 2.4758
H -0.4287 -0.8875 0.6468
H 0.9014 0.6761 5.3795
H -1.6720 1.9706 0.8518
H 4.6879 -5.6820 -0.8767
C -1.3350 1.1301 -0.9858
H -4.5769 2.9259 -2.5012
H 3.0246 2.1636 2.6392
H 6.4267 -3.5901 0.6926
C -0.3544 -1.1866 -0.3939
H 1.9807 2.8432 4.8363
H -5.3497 0.6675 -1.0079
C 4.1950 -5.0019 -0.1785
H -7.2897 2.1617 -1.3142
H -0.6955 1.6482 -1.6935
H 6.6360 -3.9839 -1.0238
Cl 1.6788 -0.2891 -3.2798
H 1.3530 -2.0329 -1.4284
H -4.8332 0.8881 -3.8819
H 4.2604 -3.2671 -1.4428
H 1.7463 -1.1547 0.0748
H 3.1160 -5.1248 -0.2737
H 1.4111 2.0821 1.9289
O -4.7145 1.3454 -1.2668
H -6.1521 2.0185 -4.2371
C -5.7116 1.3822 -3.4671
H 2.3447 0.3957 4.3866
H 0.7329 0.3118 3.6611
H 4.1507 -2.9006 1.3447
O 3.8936 -2.6858 0.4404
H -0.4405 2.4413 3.4560
C 1.1552 -1.1303 -0.8469
H 4.4723 -5.2926 0.8399
H -2.3546 1.4746 -1.1624
O 0.0877 2.8863 4.1311
C -1.2619 -0.3736 -1.3006
C -5.3330 2.1868 -2.2329
C 4.5859 -3.5545 -0.4425
C 1.3999 2.3232 4.0715
H -6.4355 0.6042 -3.2069
H -6.2468 3.4646 -0.7496
*
```

Results
**HOMO energy**: -1.55 eV
**F_max**: 1.02 eV/Å
**Calculated total energy**: -1311.06049 a.u.
**LUMO**: 2.68 eV


No. 3
Formula: C17H36FN3O7S
Source: the Open Molecules 2025 dataset
Level of theory: wB97M-V/def2-TZVPD

```
! wB97M-V def2-TZVPD RIJCOSX def2/J DEFGRID3
* xyz 0 1
H 1.6528 -0.6304 4.2534
O -0.7102 -3.1553 -1.2221
C 2.0950 1.0045 -1.6631
H 2.6511 -1.3570 -2.3733
H 3.1302 0.6488 -1.6047
H 1.9252 1.6142 -0.7708
H -3.5916 -1.0131 -1.9872
C -0.7806 -2.4562 -0.2465
H 1.1521 -1.2065 -3.3311
H -2.0316 1.0733 5.0735
H -1.5405 2.4588 4.0662
C -1.8949 2.1585 5.0573
H 1.6292 -2.2854 -6.4122
C -4.6308 -0.3998 -0.2707
C 0.8028 -0.0114 3.9499
H 1.0325 -0.6619 -6.0239
H 0.8073 2.2107 -2.8476
H 0.3746 -1.3755 2.3794
H -2.8616 2.6340 5.2233
H 3.2254 0.7950 -6.5706
O 3.0520 -1.0633 -5.6553
C -4.1587 -1.4517 -1.1680
H 2.0430 -0.9201 -7.4655
O -0.7350 0.3147 2.1024
H -0.3796 0.6683 6.4812
C 1.8565 1.9044 -2.8703
H 1.5248 0.5647 -4.3521
C -4.9596 0.4160 0.5405
H 0.0133 1.1166 0.3401
H 0.3102 1.9643 7.4450
H -1.5920 1.6643 0.8599
H 3.9138 0.3458 -3.6422
O -5.3785 -3.1711 0.6145
H 0.4512 1.9676 3.6963
C 1.2490 1.7985 5.5502
H -2.1708 -1.6594 1.1922
H -2.0034 -0.7398 -0.2632
N -3.2345 -2.4150 -0.5214
C 3.5058 0.9829 -4.4392
O -3.7767 -4.8531 -0.1848
C 1.8805 -1.2265 -6.4277
H 0.0756 -2.3052 0.4281
H 2.0510 1.2181 6.0181
C -2.0854 -1.7595 0.1152
H 4.7136 0.0762 -5.9404
H -0.1483 2.2798 1.6843
H -0.0677 -0.3277 4.5416
H 1.1419 -2.1046 -1.8220
C 3.6488 0.2227 -5.7395
H 4.1194 1.8878 -4.4884
C 0.0089 1.6932 6.4301
N 2.1220 1.3668 -4.1986
C 1.5658 -1.2398 -2.3199
H -5.2370 1.1304 1.2765
F -3.2643 -3.5000 1.7015
C -0.5923 1.4008 1.2050
H 2.4551 2.8125 -2.7418
O -1.0281 2.5905 6.0862
N 1.1434 1.3885 4.1537
C 0.4892 -0.2938 2.4974
H -4.9928 -2.0025 -1.5928
S -4.0431 -3.5722 0.3538
H 1.5682 2.8432 5.5570
O 1.1990 -0.0893 -1.5664
H 1.3092 0.0306 1.8493
*
```

Results
**SMILES**: C#CCN(CC=O)S(=O)(=O)F.COCCNCCOC.COCCNCCOC
**HOMO energy**: -8.90 eV
**F_max**: 1.04 eV/Å
**Calculated total energy**: -1858.13276 a.u.
**LUMO**: 0.54 eV


No. 4
Formula: C7H9N
Source: the Open Molecules 2025 dataset
Level of theory: wB97M-V/def2-TZVPD

```
! wB97M-V def2-TZVPD RIJCOSX def2/J DEFGRID3
* xyz 0 1
H 1.7074 -2.2225 -0.4839
N 1.9766 -1.1831 2.8035
H 3.2190 -2.2811 1.4658
H -1.0541 2.5199 -3.8117
C 1.5750 -1.6619 0.4844
H 0.0133 -0.7858 -0.4681
C -1.8724 1.6486 -2.0130
C 0.7823 -0.6452 2.7459
H -2.7981 1.3552 -1.5422
H -0.9153 0.2656 1.5943
H -2.7801 2.9297 -3.5427
C 2.2613 -1.7535 1.6574
C -0.0585 -0.3996 1.6430
C -1.9347 2.3310 -3.2085
C 0.4140 -1.0546 0.4849
H 0.3192 -0.3711 3.6525
H -0.8549 1.3084 -1.4618
*
```

Results
**SMILES**: c1ccncc1.C=C
**HOMO energy**: -9.66 eV
**F_max**: 5.44 eV/Å
**ΔE to the lowest compared entry with this formula, charge and spin**: 68.22 kcal per mole
**Calculated total energy**: -326.78225 a.u.
**LUMO**: 0.92 eV


Respective gap between HOMO and LUMO values: 6.9; 4.2; 9.4; 10.6 eV.